Entry from the Open Molecules 2025 dataset: 9 unconnected molecules or ions with the total composition C40H86BN2O16 (ωB97M-V/def2-TZVPD).

Summary:
total charge: -1
E_HOMO: -6.797 eV
frontier orbital gap: 0.322 hartree

Last column: Löwdin charge in e.
Positions of all 145 atoms, in Å:
O 1.807 -1.912 -2.539  0.07
C 1.220 -1.730 -1.421  -0.34
O 0.629 -0.631 -0.972  0.23
B -0.104 -0.996 0.266  -0.87
O 0.497 -2.315 0.665  0.24
C 1.200 -2.746 -0.339  -0.45
O 1.812 -3.781 -0.347  0.14
O -1.540 -1.131 0.022  0.23
C -2.161 -0.109 0.608  -0.35
O -3.378 0.068 0.637  0.11
C -1.094 0.771 1.320  -0.35
O 0.097 0.088 1.241  0.21
O -1.355 1.815 1.836  0.15
C -4.801 7.583 1.910  -0.08
C -5.495 6.613 2.857  -0.49
C -5.778 5.267 2.201  -0.06
O -4.710 6.482 4.035  -0.04
H -5.293 7.876 0.982  0.08
H -3.730 7.408 1.810  0.08
H -4.953 8.517 2.449  0.07
H -6.464 7.103 2.961  0.13
H -6.825 5.132 1.928  0.07
H -5.707 4.419 2.882  0.08
H -5.204 5.096 1.290  0.08
H -3.978 5.865 3.962  0.09
C -0.310 3.476 -7.997  -0.09
C 0.200 2.192 -7.444  -0.48
C -0.771 1.736 -6.336  -0.05
O 0.115 1.221 -8.485  -0.07
H -1.327 3.517 -8.389  0.09
H 0.415 3.983 -8.633  0.08
H -0.439 4.244 -7.235  0.07
H 1.259 2.222 -7.188  0.14
H -1.824 1.748 -6.619  0.08
H -0.691 2.450 -5.516  0.07
H -0.449 0.760 -5.977  0.08
H 0.130 0.340 -8.104  0.08
C -4.818 -6.997 0.723  -0.07
C -4.876 -5.522 0.286  -0.50
C -5.073 -5.386 -1.196  -0.07
O -6.034 -5.119 0.966  -0.06
H -5.592 -7.681 0.375  0.08
H -4.929 -6.991 1.807  0.07
H -3.872 -7.462 0.444  0.07
H -4.000 -5.005 0.678  0.14
H -5.867 -5.976 -1.654  0.09
H -4.200 -5.928 -1.559  0.08
H -5.051 -4.371 -1.590  0.08
H -6.393 -4.462 0.364  0.08
C 8.288 -3.377 -4.285  -0.08
C 8.033 -2.142 -5.087  -0.50
C 9.343 -1.336 -5.065  -0.06
O 7.711 -2.609 -6.400  -0.06
H 7.617 -4.230 -4.383  0.08
H 8.407 -3.084 -3.242  0.09
H 9.161 -3.796 -4.784  0.07
H 7.176 -1.534 -4.795  0.14
H 9.119 -0.449 -5.658  0.08
H 10.123 -1.949 -5.515  0.08
H 9.480 -0.999 -4.037  0.08
H 8.464 -3.122 -6.702  0.07
C 5.391 -2.238 4.971  -0.09
C 5.925 -2.118 3.610  -0.52
C 6.482 -0.758 3.337  -0.06
O 6.970 -3.089 3.611  -0.07
H 5.272 -3.285 5.251  0.09
H 4.379 -1.839 5.042  0.09
H 6.049 -1.695 5.649  0.09
H 5.173 -2.446 2.892  0.15
H 7.181 -0.404 4.096  0.08
H 5.605 -0.113 3.278  0.09
H 6.989 -0.709 2.374  0.08
H 7.352 -3.129 4.491  0.07
C -1.340 -4.585 -7.061  -0.08
C 0.069 -4.932 -7.331  -0.55
C 0.218 -5.619 -8.606  -0.08
O 0.780 -3.714 -7.464  -0.04
H -1.755 -3.934 -7.831  0.08
H -1.731 -4.020 -6.215  0.08
H -1.925 -5.504 -7.116  0.08
H 0.492 -5.609 -6.589  0.14
H -0.143 -5.028 -9.448  0.09
H -0.455 -6.476 -8.580  0.08
H 1.235 -5.999 -8.700  0.09
H 0.961 -3.464 -6.555  0.09
C -5.270 -6.217 8.317  -0.04
C -5.508 -4.699 8.158  -0.52
C -5.755 -4.236 9.608  -0.14
C -5.685 -2.700 9.906  -0.18
C -4.452 -2.127 9.212  -0.13
C -4.202 -2.510 7.672  -0.44
N -4.264 -4.019 7.653  -0.10
O -3.994 -4.474 6.342  -0.02
C -5.099 -1.820 6.648  -0.02
C -2.682 -2.231 7.380  -0.04
C -6.747 -4.424 7.382  -0.05
H -6.051 -6.705 8.900  0.08
H -4.387 -6.371 8.937  0.08
H -5.099 -6.591 7.307  0.08
H -6.813 -4.459 9.746  0.11
H -5.121 -4.724 10.348  0.12
H -5.720 -2.489 10.975  0.11
H -6.529 -2.174 9.461  0.09
H -3.643 -2.366 9.904  0.11
H -4.553 -1.049 9.337  0.11
H -4.847 -0.771 6.490  0.09
H -4.999 -2.336 5.693  0.09
H -6.113 -1.782 7.045  0.07
H -2.294 -2.670 6.461  0.08
H -2.568 -1.147 7.381  0.08
H -1.999 -2.771 8.035  0.08
H -7.216 -3.507 7.736  0.08
H -7.456 -5.251 7.357  0.09
H -6.647 -4.319 6.301  0.08
H -4.729 -4.047 5.897  0.05
C 4.316 5.706 -0.702  -0.05
C 3.942 5.345 -2.088  -0.57
C 2.447 5.194 -2.065  -0.15
C 1.592 6.480 -2.116  -0.16
C 2.103 7.353 -3.296  -0.13
C 3.625 7.512 -3.489  -0.47
N 4.321 6.212 -3.172  -0.08
O 5.711 6.210 -3.604  -0.01
C 3.886 7.863 -4.965  -0.05
C 4.170 8.717 -2.626  -0.03
C 4.442 3.901 -2.381  -0.03
H 4.246 4.880 0.007  0.09
H 5.353 6.037 -0.661  0.09
H 3.691 6.498 -0.289  0.08
H 2.087 4.470 -2.797  0.12
H 2.253 4.783 -1.074  0.12
H 0.564 6.231 -2.377  0.10
H 1.425 6.937 -1.141  0.10
H 1.633 8.271 -2.944  0.11
H 1.620 7.089 -4.236  0.11
H 3.182 8.646 -5.249  0.09
H 3.738 6.922 -5.495  0.08
H 4.921 8.162 -5.130  0.08
H 4.079 9.732 -3.012  0.07
H 5.257 8.640 -2.597  0.07
H 3.837 8.649 -1.590  0.07
H 4.266 3.642 -3.425  0.09
H 5.517 3.724 -2.347  0.07
H 4.132 3.247 -1.566  0.09
H 5.694 5.528 -4.279  0.09